Record 1
C23H29Cl5NO2P2V | wB97M-V/def2-TZVPD

Spin multiplicity   3
ΔE to the lowest compared entry with this formula, charge and spin   0.0 kcal/mol
Orbital gap (alpha / beta)   6.2 / 6.0 eV
Electronic energy   -5026.59299 hartree
LUMO (alpha / beta)   0.00042 / -0.00008 Eh

Geometry (Å):
C (0.21, -0.45, -4.37)
C (0.31, 0.15, -3.08)
N (0.84, -0.62, -2.04)
C (1.28, -1.87, -2.27)
C (1.22, -2.46, -3.53)
C (0.67, -1.73, -4.59)
C (-0.08, 1.47, -2.78)
P (-0.02, 2.11, -1.12)
V (1.19, 0.28, -0.20)
P (0.99, -2.16, 0.47)
C (1.86, -2.59, -1.08)
C (-0.81, 0.76, 2.01)
C (-0.55, 2.03, 2.52)
C (-1.14, 2.42, 3.73)
C (-1.97, 1.54, 4.43)
C (-2.27, 0.29, 3.88)
C (-1.73, -0.07, 2.64)
O (-4.40, 1.58, -4.74)
O (-3.76, -0.51, -1.03)
H (-0.23, 0.16, -5.15)
H (1.59, -3.48, -3.63)
H (0.61, -2.18, -5.58)
C (0.98, 3.64, -1.23)
C (-1.70, 2.69, -0.76)
H (1.76, -3.68, -1.22)
H (2.93, -2.37, -0.95)
H (-5.21, 1.95, -4.38)
H (-0.51, 2.05, -3.60)
C (1.87, -2.91, 1.84)
C (-0.64, -2.93, 0.42)
H (0.10, 2.73, 1.98)
H (-0.93, 3.41, 4.13)
H (-2.39, 1.83, 5.39)
H (-2.92, -0.40, 4.41)
H (-2.02, -1.01, 2.17)
H (0.81, -0.70, 1.01)
H (-4.61, -0.16, -0.70)
H (-3.79, -1.44, -0.79)
H (-4.23, 0.80, -4.19)
H (-0.24, 0.36, 1.09)
H (0.40, 4.43, -1.71)
H (1.25, 3.94, -0.21)
H (1.90, 3.44, -1.80)
H (-1.90, 3.60, -1.33)
H (-2.41, 1.90, -1.04)
H (-1.79, 2.88, 0.32)
H (-0.54, -3.98, 0.11)
H (-1.09, -2.89, 1.42)
H (-1.30, -2.41, -0.29)
H (1.90, -4.00, 1.71)
H (2.89, -2.51, 1.87)
H (1.36, -2.65, 2.77)
Cl (2.02, 0.04, 3.62)
C (3.19, 0.64, 2.51)
C (2.93, 0.64, 1.14)
C (3.90, 1.04, 0.26)
Cl (3.42, 0.97, -1.45)
C (5.17, 1.49, 0.67)
Cl (6.34, 1.97, -0.47)
C (5.43, 1.54, 2.07)
Cl (6.93, 2.10, 2.63)
C (4.43, 1.12, 2.99)
Cl (4.74, 1.18, 4.67)

Record 2
C20H15IN5O6S2W | wB97M-V/def2-TZVPD

Total charge   +3
Spin multiplicity   1
ΔE to the lowest compared entry with this formula, charge and spin   24.8 kcal/mol
Orbital gap (alpha / beta)   4.3 / 4.3 eV
Electronic energy   -2656.55602 hartree
LUMO (alpha / beta)   -0.44369 / -0.44450 Eh

Geometry (Å):
W (0.39, 0.12, 0.52)
O (2.23, -2.96, -1.11)
C (1.57, -2.00, -1.08)
O (0.76, -1.65, 0.04)
C (1.37, -0.93, -2.12)
C (1.61, -0.98, -3.47)
C (1.11, 0.07, -4.25)
C (0.34, 1.08, -3.68)
C (0.14, 1.05, -2.32)
N (0.73, 0.11, -1.58)
C (-0.85, 1.81, -1.47)
O (-1.38, 2.83, -1.69)
O (-1.06, 1.05, -0.31)
H (2.11, -1.83, -3.91)
H (1.28, 0.06, -5.32)
H (-0.14, 1.84, -4.29)
O (0.39, 4.64, 0.52)
C (1.72, 4.77, 0.45)
C (2.20, 6.06, 0.26)
C (3.55, 6.30, 0.19)
C (4.48, 5.25, 0.30)
C (4.04, 3.98, 0.48)
C (2.65, 3.70, 0.55)
C (2.27, 2.34, 0.73)
O (0.97, 1.95, 0.73)
N (3.09, 1.33, 0.85)
N (2.39, 0.18, 0.97)
C (3.28, -0.85, 1.30)
S (4.93, -0.57, 1.07)
C (5.42, -2.29, 1.42)
C (4.48, -2.85, 2.47)
S (2.79, -2.33, 2.00)
H (0.13, 3.73, 0.70)
H (1.48, 6.87, 0.19)
H (3.91, 7.31, 0.05)
H (5.54, 5.46, 0.24)
H (4.73, 3.16, 0.57)
H (6.45, -2.26, 1.79)
H (5.39, -2.85, 0.49)
H (4.67, -2.45, 3.46)
H (4.49, -3.94, 2.49)
I (-0.38, 0.10, 6.21)
C (-0.89, 0.09, 4.21)
C (-1.94, 0.79, 3.61)
N (-1.94, 0.53, 2.31)
N (-0.97, -0.37, 2.00)
C (-0.33, -0.63, 3.19)
H (-2.68, 1.45, 4.05)
H (-2.57, 0.87, 1.59)
H (0.47, -1.36, 3.20)

Record 3
C23H36N2O4S | wB97M-V/def2-TZVPD

Structure (SMILES)   COc1ccc(NC(=O)[C@H]2CC[C@@H](C(C)(C)C)CC2)cc1S(=O)(=O)N1CCCCC1
Spin multiplicity   1
ΔE to the lowest compared entry with this formula, charge and spin   1.8 kcal/mol
Orbital gap   9.1 eV
Electronic energy   -1706.69174 hartree
LUMO   0.02158 Eh

Geometry (Å):
C (-3.88, -2.47, -2.64)
O (-3.84, -2.40, -1.22)
C (-2.60, -2.13, -0.70)
C (-1.62, -3.12, -0.61)
C (-0.40, -2.87, -0.02)
C (-0.12, -1.60, 0.50)
N (1.08, -1.27, 1.12)
C (2.23, -2.00, 1.21)
O (2.33, -3.13, 0.78)
C (3.39, -1.33, 1.93)
C (4.68, -1.62, 1.16)
C (4.72, -0.82, -0.14)
C (4.67, 0.68, 0.13)
C (4.87, 1.55, -1.14)
C (4.77, 3.04, -0.78)
C (3.84, 1.25, -2.23)
C (6.28, 1.31, -1.71)
C (3.37, 0.99, 0.88)
C (3.30, 0.18, 2.18)
C (-1.10, -0.61, 0.41)
C (-2.31, -0.87, -0.19)
S (-3.47, 0.49, -0.34)
O (-4.01, 0.49, -1.68)
O (-2.77, 1.67, 0.09)
N (-4.63, 0.10, 0.79)
C (-4.82, 1.06, 1.86)
C (-5.73, 2.21, 1.42)
C (-7.06, 1.66, 0.91)
C (-6.81, 0.65, -0.21)
C (-5.87, -0.45, 0.27)
H (-3.11, -3.14, -3.03)
H (-4.87, -2.87, -2.89)
H (-3.77, -1.47, -3.07)
H (-1.83, -4.10, -1.00)
H (0.35, -3.64, 0.04)
H (1.10, -0.33, 1.49)
H (3.45, -1.84, 2.90)
H (4.73, -2.69, 0.93)
H (5.55, -1.36, 1.78)
H (3.87, -1.12, -0.76)
H (5.63, -1.08, -0.68)
H (5.51, 0.93, 0.80)
H (3.75, 3.33, -0.55)
H (5.40, 3.27, 0.08)
H (5.11, 3.65, -1.61)
H (3.93, 0.22, -2.58)
H (4.01, 1.90, -3.08)
H (2.83, 1.41, -1.88)
H (6.39, 0.30, -2.09)
H (7.04, 1.47, -0.95)
H (6.47, 2.00, -2.53)
H (3.31, 2.04, 1.13)
H (2.52, 0.75, 0.23)
H (4.15, 0.46, 2.80)
H (2.40, 0.44, 2.74)
H (-0.92, 0.39, 0.77)
H (-3.84, 1.43, 2.14)
H (-5.26, 0.53, 2.71)
H (-5.22, 2.75, 0.62)
H (-5.89, 2.89, 2.26)
H (-7.69, 2.47, 0.56)
H (-7.58, 1.16, 1.74)
H (-6.34, 1.15, -1.06)
H (-7.75, 0.21, -0.54)
H (-5.60, -1.12, -0.54)
H (-6.33, -1.03, 1.08)

Record 4
C6H5NO | wB97M-V/def2-TZVPD

Spin multiplicity   3
ΔE to the lowest compared entry with this formula, charge and spin   11.8 kcal/mol
Orbital gap (alpha / beta)   7.8 / 8.3 eV
Electronic energy   -361.40624 hartree
LUMO (alpha / beta)   0.02166 / -0.05519 Eh

Geometry (Å):
C (1.53, 0.52, 0.71)
C (1.02, 1.72, 0.19)
C (-0.88, 0.60, -0.30)
C (0.76, -0.35, 1.36)
C (-0.29, 1.83, -0.30)
C (-1.51, -0.36, -0.88)
N (0.08, -1.09, 2.01)
O (-0.90, 2.82, -0.80)
H (2.65, 0.50, 0.90)
H (1.74, 2.51, 0.12)
H (-1.61, -0.47, -1.91)
H (-1.78, -1.20, -0.32)
H (-0.45, -1.88, 1.86)

Record 5
C4H6Br9NO2 | wB97M-V/def2-TZVPD

Spin multiplicity   1
ΔE to the lowest compared entry with this formula, charge and spin   24.9 kcal/mol
Orbital gap   9.6 eV
Electronic energy   -23527.20211 hartree
LUMO   -0.02512 Eh

Geometry (Å):
C (14.92, -26.36, 4.02)
N (14.26, -26.76, 2.76)
O (13.08, -26.88, 2.85)
O (15.00, -26.86, 1.75)
H (15.85, -26.89, 4.19)
H (14.17, -26.50, 4.80)
H (15.17, -25.31, 3.96)
C (19.38, -29.56, 1.60)
Br (18.46, -30.38, 3.13)
Br (18.92, -30.65, 0.09)
Br (21.32, -29.65, 1.96)
H (18.97, -28.55, 1.59)
C (22.24, -30.55, -4.87)
Br (22.90, -31.56, -6.41)
Br (22.11, -28.52, -5.08)
Br (23.42, -30.95, -3.40)
H (21.31, -31.03, -4.56)
C (21.47, -23.37, 0.76)
Br (20.06, -24.30, -0.39)
Br (20.84, -21.55, 1.24)
Br (23.31, -23.54, 0.11)
H (21.35, -23.89, 1.71)

Record 6
C27H20BF4N6O6RuS6 | wB97M-V/def2-TZVPD

Spin multiplicity   6
ΔE to the lowest compared entry with this formula, charge and spin   5.7 kcal/mol
Orbital gap (alpha / beta)   7.6 / 5.2 eV
Electronic energy   -4729.12930 hartree
LUMO (alpha / beta)   -0.02228 / -0.13675 Eh

Geometry (Å):
Ru (0.01, -0.27, 1.13)
N (0.55, -0.73, -0.75)
S (1.98, -1.39, -1.12)
C (2.66, -0.48, -2.49)
C (1.92, -0.21, -3.63)
C (2.52, 0.50, -4.65)
C (3.84, 0.92, -4.53)
C (4.57, 0.64, -3.38)
C (3.97, -0.06, -2.34)
C (1.59, -2.95, -1.91)
C (0.46, -3.64, -1.49)
C (0.21, -4.89, -2.03)
C (1.09, -5.44, -2.96)
C (2.22, -4.74, -3.35)
C (2.48, -3.49, -2.83)
H (-0.16, -0.80, -1.47)
H (0.90, -0.55, -3.72)
H (1.96, 0.73, -5.55)
H (4.30, 1.48, -5.33)
H (5.59, 0.98, -3.28)
H (4.52, -0.27, -1.43)
H (-0.20, -3.22, -0.75)
H (-0.65, -5.45, -1.70)
H (0.89, -6.43, -3.37)
H (2.90, -5.17, -4.08)
H (3.36, -2.94, -3.14)
O (2.03, 4.60, -0.71)
S (2.41, 3.28, -1.11)
O (2.25, 2.88, -2.47)
N (1.66, 2.16, -0.12)
C (2.52, 1.56, 0.63)
S (2.10, 0.39, 1.83)
C (3.95, 1.95, 0.44)
C (5.09, 1.45, 1.06)
C (6.32, 1.96, 0.66)
C (6.41, 2.93, -0.33)
C (5.26, 3.43, -0.95)
C (4.05, 2.91, -0.54)
H (5.01, 0.69, 1.83)
H (7.22, 1.59, 1.13)
H (7.38, 3.31, -0.62)
H (5.32, 4.18, -1.73)
F (-0.61, -2.47, 1.39)
B (0.42, -3.40, 1.92)
F (1.62, -2.95, 1.34)
F (0.42, -3.26, 3.29)
F (0.08, -4.66, 1.49)
S (-4.88, 3.88, 3.60)
C (-4.33, 2.34, 3.63)
S (-2.69, 1.86, 3.96)
C (-3.13, 0.23, 3.62)
N (-4.43, 0.06, 3.35)
N (-5.07, 1.21, 3.36)
C (-6.44, 1.20, 2.94)
C (-6.73, 0.67, 1.70)
C (-8.06, 0.65, 1.28)
C (-9.05, 1.16, 2.11)
C (-8.73, 1.68, 3.36)
C (-7.42, 1.71, 3.78)
S (-2.11, -1.12, 3.54)
H (-5.93, 0.30, 1.07)
H (-8.31, 0.25, 0.31)
H (-10.08, 1.14, 1.78)
H (-9.51, 2.07, 4.00)
H (-7.15, 2.11, 4.75)
O (-0.37, 0.76, 3.90)
N (-0.58, -0.23, 3.17)
O (-1.43, 1.62, 0.97)
N (-2.38, 0.88, 0.63)
O (-3.52, 1.28, 0.51)
O (-2.09, -0.35, 0.44)

Record 7
C11H30ClIO2P3W | wB97M-V/def2-TZVPD

Total charge   +3
Spin multiplicity   3
Orbital gap (alpha / beta)   6.6 / 5.1 eV
Electronic energy   -2435.58277 hartree
LUMO (alpha / beta)   -0.43603 / -0.49810 Eh

Geometry (Å):
C (-0.03, 0.58, -3.21)
C (-0.10, 0.36, -1.72)
H (-0.07, 1.67, -3.37)
H (-0.87, 0.12, -3.74)
H (0.89, 0.20, -3.65)
O (-0.14, 1.21, -0.84)
I (-0.12, -1.56, 0.98)
W (-0.12, -1.93, -1.76)
P (2.13, -1.25, -1.39)
C (2.66, -0.06, -0.11)
C (2.91, -2.82, -0.88)
H (4.00, -2.66, -0.91)
H (4.17, -0.53, -2.43)
H (2.63, -3.63, -1.55)
H (3.10, -1.34, -3.64)
H (2.93, -0.58, 0.82)
H (2.60, -3.07, 0.14)
C (3.13, -0.64, -2.80)
H (3.55, 0.46, -0.51)
H (2.79, 0.35, -3.14)
H (1.88, 0.68, 0.10)
P (-2.33, -1.18, -1.38)
C (-2.91, -0.02, -0.09)
C (-3.29, -0.54, -2.81)
H (-2.75, -3.58, -1.65)
H (-4.15, -2.66, -1.01)
H (-2.79, -3.07, 0.07)
C (-3.06, -2.79, -0.95)
H (-3.26, -1.25, -3.65)
H (-4.32, -0.40, -2.47)
H (-3.88, 0.37, -0.43)
H (-2.19, 0.81, 0.01)
H (-2.89, 0.43, -3.14)
H (-3.02, -0.53, 0.88)
Cl (-0.16, -2.95, -3.76)
C (0.62, 0.73, 4.26)
P (0.15, 2.20, 3.30)
C (-1.38, 2.76, 4.06)
C (1.46, 3.40, 3.60)
O (-0.01, 1.88, 1.84)
H (-0.11, -0.06, 4.04)
H (0.64, 0.94, 5.33)
H (1.62, 0.41, 3.93)
H (-1.16, 3.29, 5.00)
H (-1.91, 3.42, 3.38)
H (-2.02, 1.89, 4.28)
H (2.43, 2.89, 3.62)
H (1.47, 4.15, 2.80)
H (1.29, 3.90, 4.57)

Record 8
C4H13N3 | wB97M-V/def2-TZVPD

Total charge   -1
Spin multiplicity   2
ΔE to the lowest compared entry with this formula, charge and spin   19.5 kcal/mol
Orbital gap (alpha / beta)   2.6 / 9.0 eV
Electronic energy   -324.37907 hartree
LUMO (alpha / beta)   0.15231 / 0.14747 Eh

Geometry (Å):
N (-0.08, -2.24, 1.34)
C (0.97, -1.20, 1.25)
C (1.40, -0.77, -0.16)
N (0.81, 0.44, -0.72)
C (-0.57, 0.33, -1.13)
C (-1.37, 1.60, -0.96)
N (-1.18, 2.28, 0.34)
H (-0.68, -2.28, 0.53)
H (0.38, -3.15, 1.31)
H (1.77, -1.58, 1.85)
H (0.52, -0.30, 1.68)
H (2.49, -0.69, -0.28)
H (1.24, -1.58, -0.87)
H (0.95, 1.20, -0.07)
H (-0.58, -0.02, -2.16)
H (-1.06, -0.46, -0.56)
H (-1.12, 2.34, -1.72)
H (-2.44, 1.43, -1.06)
H (-0.51, 3.03, 0.32)
H (-0.95, 1.62, 1.07)

Record 9
C9H15N2O | wB97M-V/def2-TZVPD

Total charge   +1
Spin multiplicity   3
ΔE to the lowest compared entry with this formula, charge and spin   119.4 kcal/mol
Orbital gap (alpha / beta)   5.7 / 6.8 eV
Electronic energy   -536.15088 hartree
LUMO (alpha / beta)   -0.09560 / -0.21439 Eh

Geometry (Å):
C (3.50, -0.38, 1.00)
C (2.65, -1.21, 0.24)
C (3.58, 0.99, 0.55)
C (1.96, -0.72, -0.84)
C (2.85, 1.44, -0.53)
C (2.06, 0.59, -1.30)
C (-3.55, 0.50, 0.39)
C (-2.34, -1.51, 0.88)
C (-1.03, 0.34, -0.28)
N (-1.91, -0.30, -1.20)
N (-2.36, -0.23, 0.08)
O (-0.88, 1.67, -0.10)
H (4.16, -1.01, 1.68)
H (2.47, -2.17, 0.46)
H (4.13, 1.72, 1.18)
H (1.33, -1.48, -1.38)
H (2.92, 2.47, -0.84)
H (-3.77, 0.22, 1.40)
H (-3.38, 1.54, 0.33)
H (-4.34, 0.08, -0.35)
H (-1.56, -1.37, 1.66)
H (-3.33, -1.75, 1.21)
H (-2.05, -2.38, 0.15)
H (-0.23, -0.26, -0.15)
H (-2.43, 0.35, -1.99)
H (1.51, 1.07, -2.07)
H (0.06, 1.76, -0.16)

Record 10
C4H11NO2 | wB97M-V/def2-TZVPD

Spin multiplicity   1
ΔE to the lowest compared entry with this formula, charge and spin   336.4 kcal/mol
Orbital gap   4.8 eV
Electronic energy   -363.73206 hartree
LUMO   -0.15427 Eh

Geometry (Å):
N (0.32, -1.99, 1.28)
C (0.46, -0.82, 0.66)
C (-0.29, 0.35, 1.10)
C (0.36, -0.77, -1.33)
C (1.37, -0.58, -0.44)
H (-0.64, 0.25, 2.13)
H (1.15, -2.32, 1.79)
H (-2.27, -1.43, -0.43)
H (0.49, 1.21, 1.26)
H (-0.46, 0.07, -1.30)
H (-1.71, 1.63, -2.49)
H (2.19, 0.11, -0.53)
H (2.21, 2.82, 1.08)
H (0.27, -1.44, -2.20)
O (1.79, 1.98, 0.87)
H (-1.01, 0.83, 0.44)
H (-2.69, -0.91, -0.11)
O (-1.54, 1.02, -1.77)

Record 11
C15H12As2CuF36O3 | wB97M-V/def2-TZVPD

Total charge   -2
Spin multiplicity   2
Orbital gap (alpha / beta)   2.5 / 5.9 eV
Electronic energy   -10511.88669 hartree
LUMO (alpha / beta)   0.11968 / 0.11956 Eh

Geometry (Å):
Cu (-1.20, -0.21, -0.48)
As (-4.50, -0.82, 1.55)
F (-4.10, -1.76, 3.01)
F (-4.39, 0.76, 2.37)
F (-5.12, 0.01, 0.05)
F (-4.65, -2.41, 0.66)
F (-6.20, -0.97, 2.03)
F (-2.85, -0.53, 1.03)
As (-3.56, -1.52, -3.33)
F (-2.34, -1.45, -2.01)
F (-2.86, -3.16, -3.81)
F (-4.82, -1.45, -4.67)
F (-4.24, -0.05, -2.59)
F (-2.51, -0.49, -4.41)
F (-4.68, -2.51, -2.33)
C (4.39, 3.23, -0.31)
C (2.94, 2.84, 0.27)
C (2.11, 2.05, -0.78)
F (2.87, 0.95, -1.12)
F (0.94, 1.61, -0.46)
F (3.16, 2.02, 1.35)
F (2.35, 3.90, 0.78)
O (4.26, 4.12, -1.39)
C (5.47, 4.80, -1.86)
C (5.15, 5.78, -3.02)
F (6.16, 6.39, -3.62)
F (4.25, 5.37, -3.96)
F (6.01, 5.43, -0.83)
F (6.27, 3.81, -2.20)
H (4.85, 2.30, -0.65)
H (5.09, 3.66, 0.41)
H (2.06, 2.64, -1.69)
H (4.49, 6.58, -2.66)
C (-0.73, -4.95, -1.59)
C (-1.85, -4.92, -0.53)
C (-2.31, -6.33, -0.14)
F (-2.72, -6.91, -1.29)
F (-1.46, -7.13, 0.46)
F (-1.58, -4.18, 0.50)
F (-2.99, -4.40, -1.09)
O (-0.42, -3.63, -2.00)
C (0.39, -3.49, -3.15)
C (0.46, -1.96, -3.43)
F (0.69, -1.21, -2.38)
F (1.26, -1.64, -4.39)
F (1.63, -4.00, -2.78)
F (-0.24, -4.15, -4.08)
H (-1.09, -5.60, -2.39)
H (0.15, -5.39, -1.14)
H (-3.16, -6.17, 0.52)
H (-0.57, -1.66, -3.62)
C (0.06, 1.81, 4.35)
C (-0.55, 3.11, 3.74)
C (-0.75, 4.26, 4.80)
F (-1.49, 4.04, 5.92)
F (0.42, 4.67, 5.21)
F (0.21, 3.44, 2.69)
F (-1.75, 2.85, 3.20)
O (0.67, 0.99, 3.40)
C (0.20, -0.37, 3.41)
C (0.97, -1.15, 2.38)
F (0.49, -2.41, 2.29)
F (0.88, -0.60, 1.14)
F (0.39, -0.75, 4.64)
F (-1.13, -0.37, 3.15)
H (-0.65, 1.35, 5.03)
H (0.93, 2.13, 4.93)
H (-1.18, 5.18, 4.41)
H (2.03, -1.39, 2.51)

Record 12
CH5N3O | wB97M-V/def2-TZVPD

Spin multiplicity   1
ΔE to the lowest compared entry with this formula, charge and spin   74.7 kcal/mol
Orbital gap   9.7 eV
Electronic energy   -280.48543 hartree
LUMO   0.02903 Eh

Geometry (Å):
N (-0.36, 0.21, 1.11)
N (0.64, -0.56, 1.74)
C (-0.76, -0.36, -1.21)
O (-0.50, -0.05, -2.45)
N (-0.16, 0.36, -0.28)
H (0.03, 0.77, -2.57)
H (-1.24, -0.28, 1.25)
H (1.49, -0.01, 1.78)
H (0.83, -1.43, 1.24)
H (0.03, 1.35, -0.60)